Record 1
# C26H57BCl16O4P

A cluster of 9 separate species, C26H57BCl16O4P in total at a distorted geometry (ωB97M-V with the def2-TZVPD basis set, OMol25).

Gap between HOMO and LUMO in eV: 4.4
HOMO in eV: -2.8
Net charge: -1

```
105
Properties=species:S:1:pos:R:3:forces:R:3:lowdin_charge:R:1
C 1.387 0.348 4.898 0.90 0.31 -0.61 -0.157
C 2.218 0.123 3.559 -1.09 0.34 0.92 -0.262
C 1.229 0.367 2.368 0.08 -0.53 -0.23 -0.242
C 1.860 0.279 0.926 -0.77 -1.63 0.88 -0.457
C 2.250 -1.249 0.697 -0.19 0.55 -0.44 -0.199
P 3.443 1.341 0.654 -0.62 0.33 -0.98 0.492
C 2.473 2.797 -0.200 -0.09 1.30 0.36 -0.346
C 2.233 4.024 0.755 0.18 -0.23 -1.77 -0.211
O 1.332 3.697 1.852 0.38 0.53 1.15 -0.066
C 1.142 4.735 2.718 -0.06 -0.22 0.09 -0.512
C 1.321 4.415 4.233 -0.59 -1.15 -0.25 0.016
O 0.812 5.836 2.342 0.26 -0.18 0.27 0.074
B 5.125 2.251 0.262 0.70 1.00 -0.43 -0.653
O 5.646 3.219 1.193 0.73 -1.28 -0.60 0.030
O 5.883 2.033 -0.938 -0.10 0.04 1.85 -0.077
C 7.253 1.747 -0.661 0.70 -0.17 -0.54 -0.128
H 0.643 -0.463 5.077 0.56 0.52 0.04 0.066
H 2.108 0.484 5.743 -0.77 -0.45 -0.37 0.046
H 0.842 1.317 4.806 0.30 -0.80 0.09 -0.001
H 2.643 -0.906 3.546 -0.28 0.67 -0.07 0.092
H 3.065 0.841 3.612 -0.57 -0.45 -0.46 0.077
H 0.649 1.308 2.551 0.73 -0.51 -0.27 0.090
H 0.462 -0.463 2.430 0.49 0.67 0.07 0.097
H 1.037 0.491 0.191 0.83 0.18 0.50 0.092
H 3.225 -1.300 0.143 -0.69 -0.08 0.53 0.039
H 2.301 -1.836 1.650 0.16 0.63 -0.99 -0.011
H 1.479 -1.722 0.033 0.50 0.15 0.56 0.053
H 3.301 2.066 1.913 0.16 -0.06 0.45 -0.012
H 4.214 0.248 1.302 0.28 -0.28 0.26 -0.007
H 3.571 0.688 -0.667 -0.02 -0.33 -0.05 -0.035
H 3.171 3.195 -0.992 -0.68 -0.20 0.57 0.043
H 1.543 2.477 -0.724 0.48 0.36 0.47 0.030
H 3.215 4.358 1.182 -0.81 -0.27 -0.26 0.119
H 1.766 4.848 0.163 0.41 -0.35 0.61 0.109
H 1.598 3.343 4.403 -0.06 0.93 -0.35 0.064
H 0.322 4.539 4.728 0.90 0.22 -0.34 0.072
H 2.085 5.056 4.718 -0.61 -0.19 -0.52 0.085
H 5.742 2.734 2.027 -0.51 0.50 0.04 0.080
H 7.521 0.808 -1.215 -0.18 0.75 0.46 0.090
H 7.480 1.583 0.420 -0.31 0.14 -0.70 0.083
H 7.932 2.561 -1.017 -0.53 -0.47 0.22 0.084
Cl 1.252 2.120 8.203 -0.02 0.05 0.00 0.555
C -0.462 2.232 8.669 -0.09 -0.02 0.11 -0.666
C -1.361 1.442 7.745 -0.06 -0.05 0.07 -0.655
Cl -1.446 2.154 6.115 -0.10 0.06 0.06 0.571
H -0.738 3.285 8.689 0.03 -0.06 -0.10 0.066
H -0.540 1.838 9.682 -0.02 -0.05 -0.07 0.067
H -2.378 1.435 8.140 0.05 0.06 0.03 0.067
H -1.027 0.410 7.643 0.09 0.10 -0.05 0.069
Cl 2.879 1.546 -3.072 -0.09 -0.16 -0.34 0.650
C 1.963 2.032 -4.517 0.08 0.01 0.11 -0.698
C 1.439 3.444 -4.413 0.15 0.06 -0.24 -0.634
Cl 0.166 3.577 -3.171 0.03 0.07 -0.10 0.554
H 1.149 1.322 -4.656 0.16 0.28 0.21 -0.042
H 2.641 1.951 -5.369 -0.07 0.09 -0.02 0.065
H 0.992 3.745 -5.362 -0.05 -0.07 0.04 0.067
H 2.228 4.154 -4.168 -0.05 -0.09 0.13 0.069
Cl -0.436 -1.017 -3.097 0.07 0.04 0.01 0.563
C -1.422 -0.978 -4.581 -0.15 0.12 0.15 -0.730
C -0.658 -1.480 -5.784 -0.28 -0.12 0.06 -0.671
Cl 0.643 -0.350 -6.234 -0.01 -0.34 -0.37 0.608
H -1.773 0.049 -4.726 0.41 -0.68 0.20 -0.057
H -2.289 -1.614 -4.400 0.13 0.08 -0.05 0.001
H -1.325 -1.562 -6.644 -0.01 0.08 0.06 0.068
H -0.216 -2.459 -5.601 0.09 0.12 0.05 0.053
Cl -3.770 -4.670 -1.739 0.05 0.09 0.00 0.536
C -4.758 -4.635 -3.218 -0.11 -0.05 -0.02 -0.668
C -3.999 -5.141 -4.422 -0.14 -0.14 -0.05 -0.644
Cl -2.689 -4.033 -4.902 -0.05 -0.24 -0.02 0.623
H -5.110 -3.615 -3.365 0.11 -0.03 0.00 0.070
H -5.625 -5.272 -3.035 0.07 -0.04 -0.04 0.055
H -4.672 -5.224 -5.276 -0.01 0.07 0.06 0.072
H -3.561 -6.121 -4.237 0.03 0.10 0.08 0.069
Cl -5.417 -8.002 -1.396 -0.04 -0.04 -0.08 0.534
C -4.999 -8.993 0.023 -0.01 -0.08 0.18 -0.663
C -3.670 -8.595 0.622 -0.05 0.03 0.13 -0.664
Cl -2.304 -9.002 -0.447 0.00 0.02 -0.02 0.534
H -5.005 -10.039 -0.280 0.07 0.09 -0.06 0.067
H -5.793 -8.846 0.756 0.07 0.06 -0.01 0.071
H -3.511 -9.133 1.557 -0.05 -0.03 -0.06 0.071
H -3.629 -7.527 0.831 -0.01 -0.04 -0.12 0.068
Cl -2.655 1.729 -5.762 -0.28 0.57 -0.49 0.619
C -3.376 2.877 -4.603 -0.08 0.27 0.07 -0.684
C -4.775 2.479 -4.198 0.12 -0.21 0.16 -0.706
Cl -5.940 2.638 -5.541 -0.10 -0.03 -0.09 0.528
H -3.355 3.868 -5.053 -0.06 -0.09 -0.10 0.073
H -2.730 2.887 -3.726 -0.20 0.05 -0.51 -0.068
H -5.125 3.132 -3.398 0.09 -0.24 -0.39 -0.036
H -4.811 1.451 -3.841 0.04 -0.02 -0.15 0.069
Cl 0.790 -3.777 2.435 -0.15 -0.23 0.17 0.572
C 1.180 -4.889 1.103 -0.06 -0.06 -0.12 -0.652
C 2.468 -5.643 1.345 -0.02 -0.09 -0.05 -0.669
Cl 3.895 -4.581 1.280 -0.01 -0.02 0.05 0.556
H 1.223 -4.308 0.182 0.10 0.07 0.12 0.067
H 0.351 -5.593 1.025 0.07 -0.03 0.03 0.064
H 2.602 -6.400 0.572 -0.06 0.07 -0.02 0.066
H 2.463 -6.141 2.314 -0.02 0.11 -0.01 0.062
Cl -4.669 4.948 -2.144 0.07 0.51 0.30 0.614
C -4.554 3.892 -0.711 0.03 -0.08 0.28 -0.619
C -3.126 3.517 -0.388 -0.01 0.07 0.16 -0.601
Cl -2.422 2.441 -1.619 0.02 -0.22 0.79 0.622
H -5.166 3.010 -0.893 0.06 0.01 -0.09 0.071
H -4.987 4.443 0.124 0.07 0.02 -0.05 0.073
H -3.090 2.980 0.560 -0.05 0.00 -0.05 0.080
H -2.487 4.396 -0.306 -0.02 -0.06 -0.08 0.081
```
Positions in Å, forces in eV/Å.

---

Record 2
# C29H36Cl2N4O2P2W

A structure of composition C29H36Cl2N4O2P2W at a distorted geometry (ωB97M-V with the def2-TZVPD basis set, OMol25).

Gap between HOMO and LUMO (spin up / spin down) in eV: 6.4 / 3.9
Multiplicity: 3
⟨S²⟩: 2.017
ΔE to the lowest compared entry with this formula, charge and spin in kcal per mole: 0.00
HOMO (spin up / spin down) in eV: -13.5 / -13.5
Net charge: +2

```
76
Properties=species:S:1:pos:R:3:forces:R:3:lowdin_charge:R:1
W -0.403 1.418 -1.832 2.96 3.39 1.44 1.540
C -1.541 1.864 -3.607 0.10 1.27 -0.74 -0.256
C -1.603 0.486 -3.320 -0.75 -1.41 -1.35 -0.309
C -0.787 -0.522 -4.126 -1.37 -0.71 -0.40 -0.182
C 0.657 -0.128 -4.141 1.57 -1.05 -1.42 -0.219
C 1.049 0.595 -2.868 1.84 0.81 -2.61 -0.339
C 1.069 2.242 -2.970 0.01 -0.97 -0.02 -0.287
C 0.629 2.928 -4.212 0.98 0.33 -0.10 -0.221
C -0.731 2.470 -4.749 0.26 0.95 -0.51 -0.153
C 1.227 0.798 2.202 -1.69 0.79 2.40 -0.186
H -2.385 2.500 -3.352 -0.10 -0.27 -0.20 0.107
H -2.586 0.092 -3.034 0.32 0.19 0.04 0.125
H -1.186 -0.729 -5.159 0.24 0.51 0.88 0.147
H -0.920 -1.498 -3.621 0.20 0.27 -0.04 0.111
H 1.266 -1.054 -4.282 -0.25 0.60 0.29 0.132
H 0.924 0.445 -5.054 -0.21 -0.06 0.63 0.121
H 2.000 0.244 -2.487 0.22 0.34 0.32 0.091
H 1.863 2.677 -2.375 0.00 -0.14 -0.74 0.041
H 1.459 2.732 -4.890 -0.16 0.64 -0.79 0.121
H 0.602 3.995 -3.913 0.13 -0.39 -0.63 0.130
H -1.241 3.395 -5.112 0.15 -0.86 0.17 0.130
H -0.600 1.827 -5.643 -0.32 0.13 0.70 0.124
H 0.638 1.670 1.872 0.44 -0.51 0.39 0.024
H 2.199 1.229 2.656 -1.51 -1.10 -1.24 0.113
H 0.624 0.242 3.017 1.08 0.94 -1.26 0.072
P 1.439 -0.304 0.778 5.53 -0.36 1.19 0.938
P -0.869 -1.491 1.432 -3.66 0.50 -1.05 1.152
N 2.620 0.758 0.114 -0.12 0.70 -1.68 -0.228
N 2.512 -1.458 1.524 -0.62 0.78 -0.33 -0.199
N -1.500 0.184 0.625 1.19 -1.57 0.05 -0.139
N -2.401 -2.202 1.744 0.83 0.42 0.90 -0.271
C 0.809 -1.342 -0.574 -1.44 -1.59 -1.15 -0.297
C -0.436 -2.217 -0.161 0.84 0.00 -0.90 -0.318
C 2.215 2.147 -0.165 1.36 -0.87 1.99 -0.166
C 3.332 2.741 -0.770 0.39 -1.08 -0.06 -0.050
C 4.300 1.729 -1.010 -0.77 -0.37 -0.03 -0.015
C 3.828 0.517 -0.504 -0.47 0.30 0.56 -0.055
C 3.418 -1.052 2.512 0.21 -0.57 0.30 -0.121
C 4.176 -2.134 2.888 -0.58 1.10 -0.32 -0.043
C 3.770 -3.237 2.104 -1.15 0.20 -0.95 -0.044
C 2.745 -2.814 1.273 0.67 -0.39 0.36 -0.111
C -1.397 1.395 1.152 0.17 1.11 1.23 -0.159
C -1.623 2.427 0.191 -0.90 -0.58 0.02 -0.054
C -2.233 1.752 -0.920 -1.49 -1.14 0.45 -0.245
C -1.760 0.321 -0.797 -4.57 -0.76 2.82 -0.370
C -3.585 -2.211 1.004 -0.74 -0.65 0.58 -0.109
C -4.584 -2.777 1.781 1.34 0.39 0.04 -0.032
C -4.000 -3.102 3.065 1.00 0.58 -0.63 -0.072
C -2.675 -2.718 3.022 -1.41 -0.36 -0.39 -0.154
H 1.729 -1.933 -0.774 -0.43 0.25 0.32 0.105
H 0.554 -0.939 -1.591 0.39 0.51 1.50 0.059
H -1.223 -2.175 -0.947 0.54 0.02 0.68 0.092
H -0.155 -3.280 -0.062 -0.13 0.44 0.32 0.109
H 1.960 2.595 0.800 -0.92 0.44 -0.76 0.108
H 3.460 3.812 -0.956 -0.11 -0.51 0.07 0.138
H 5.245 1.827 -1.500 0.32 0.19 -0.09 0.113
H 4.305 -0.474 -0.410 -0.33 0.70 -0.35 0.146
H 3.436 -0.026 2.846 0.28 -0.49 0.04 0.095
H 4.931 -2.088 3.643 0.29 -0.14 0.15 0.113
H 4.170 -4.230 2.117 0.06 -0.19 0.05 0.112
H 2.195 -3.358 0.513 0.16 0.06 0.34 0.103
H -1.254 1.511 2.258 -0.18 -0.05 -1.35 0.115
H -1.719 3.505 0.383 0.15 -0.74 0.09 0.133
H -2.901 2.155 -1.673 -0.24 -0.16 0.65 0.115
H -2.361 -0.499 -1.170 0.10 0.21 -0.06 0.091
H -3.602 -1.833 -0.002 -0.11 -0.03 -0.05 0.096
H -5.615 -2.940 1.499 0.16 0.07 -0.10 0.111
H -4.501 -3.525 3.922 0.03 -0.04 -0.14 0.104
H -1.898 -2.727 3.757 0.08 -0.24 0.17 0.091
Cl -2.678 1.342 6.912 0.26 -0.76 -0.64 0.717
C -2.685 -0.172 5.991 -1.31 -0.27 1.76 -0.930
Cl -4.337 -0.654 5.529 0.98 0.20 0.15 0.719
C -1.888 0.043 4.627 0.68 1.46 -2.80 -0.687
O -0.955 -0.780 4.449 -0.80 0.42 1.13 0.098
O -2.299 0.971 3.932 0.39 -1.06 1.00 0.037
H -2.239 -0.962 6.600 -0.06 0.23 -0.29 0.081
```
Positions in Å, forces in eV/Å.

---

Record 3
# H12O6

A cluster of 6 separate species, H12O6 in total at a distorted geometry (ωB97M-V with the def2-TZVPD basis set, OMol25).

Gap between HOMO and LUMO in eV: 9.8
ΔE to the lowest compared entry with this formula, charge and spin in kcal per mole: 61.53
HOMO in eV: -9.8
Net charge: 0
SMILES string: O.O.O.O.O.O

```
18
Properties=species:S:1:pos:R:3:forces:R:3:lowdin_charge:R:1
O -34.595 -30.728 23.492 3.14 7.65 -0.81 -0.002
H -33.822 -30.586 22.899 -1.24 -0.77 0.64 0.062
H -34.869 -31.548 23.560 -1.97 -6.83 0.18 -0.110
O -36.956 -32.439 25.307 0.77 2.15 1.42 -0.061
H -37.336 -32.689 24.488 -0.72 0.45 -1.12 -0.042
H -36.692 -33.299 25.568 0.58 -1.08 0.87 -0.050
O -32.261 -33.326 24.259 0.27 1.00 -0.50 -0.070
H -32.136 -32.363 24.019 -0.43 -1.59 1.03 0.083
H -32.671 -33.430 25.134 0.35 0.72 -0.34 0.059
O -38.314 -33.907 23.987 0.91 0.38 -2.11 -0.008
H -38.964 -34.341 24.485 -1.26 -1.25 0.79 0.042
H -37.854 -34.477 23.361 -0.55 -0.27 0.17 0.076
O -35.877 -35.031 25.899 1.19 2.80 -1.18 0.023
H -35.564 -34.876 26.769 0.44 0.17 1.26 0.061
H -36.266 -35.846 25.881 -1.57 -3.32 0.08 0.018
O -34.933 -33.616 23.540 -4.85 0.83 -2.53 0.006
H -34.063 -33.514 23.676 5.04 -0.04 0.93 -0.076
H -35.314 -34.291 24.057 -0.11 -1.00 1.22 -0.011
```
Positions in Å, forces in eV/Å.

---

Record 4
# C33H26N4OPdSSi

A structure of composition C33H26N4OPdSSi (ωB97M-V with the def2-TZVPD basis set, OMol25).

Gap between HOMO and LUMO (spin up / spin down) in eV: 7.8 / 7.0
Multiplicity: 2
⟨S²⟩: 0.757
ΔE to the lowest compared entry with this formula, charge and spin in kcal per mole: 10.27
HOMO (spin up / spin down) in eV: -11.0 / -10.9
Net charge: +1

```
67
Properties=species:S:1:pos:R:3:forces:R:3:lowdin_charge:R:1
Pd 0.238 0.377 0.563 -0.33 -0.26 -0.18 0.634
O 0.215 0.654 2.654 -0.14 -0.01 0.02 -0.256
N -0.197 1.875 3.032 0.04 0.00 -0.01 -0.198
C -0.456 2.017 4.354 0.04 -0.02 -0.05 -0.006
C -0.844 3.219 4.868 -0.01 0.04 0.00 -0.033
C -0.968 4.310 4.003 0.01 -0.02 0.02 -0.041
C -0.704 4.145 2.668 0.01 0.00 -0.02 -0.075
C -0.315 2.898 2.156 -0.03 0.00 0.08 -0.639
S 0.022 2.680 0.474 0.04 0.14 0.03 0.714
H -0.323 1.110 4.923 0.00 0.01 0.01 0.144
H -1.048 3.302 5.925 0.00 0.00 0.00 0.118
H -1.272 5.277 4.381 0.00 0.00 0.00 0.120
H -0.791 4.965 1.970 0.00 0.00 0.00 0.114
C 1.584 1.028 -4.017 -0.02 -0.02 -0.01 -0.060
C 2.243 2.032 -3.312 -0.01 0.01 0.03 -0.060
C 2.557 1.848 -1.979 -0.01 0.03 0.00 -0.096
C 2.240 0.645 -1.330 0.21 -0.05 0.01 -0.310
C 1.568 -0.353 -2.053 -0.06 0.01 0.05 -0.126
C 1.238 -0.157 -3.389 -0.02 0.03 -0.03 -0.069
Si 2.508 0.458 0.497 0.02 0.06 -0.05 0.710
C 3.616 1.685 1.309 0.04 -0.07 -0.04 -0.270
C 3.242 2.598 2.294 0.00 -0.02 0.00 -0.085
C 4.179 3.454 2.850 -0.02 0.01 0.00 -0.064
C 5.500 3.408 2.429 0.01 0.00 0.00 -0.065
C 5.890 2.501 1.454 -0.02 0.01 0.01 -0.067
C 4.954 1.642 0.900 0.01 0.02 -0.01 -0.093
C 2.621 -1.328 1.001 0.09 0.06 -0.10 -0.271
C 2.204 -1.795 2.253 0.02 0.02 0.06 -0.091
C 2.355 -3.132 2.591 -0.02 0.01 0.03 -0.066
C 2.937 -4.016 1.695 0.01 0.02 -0.04 -0.061
C 3.369 -3.567 0.453 -0.02 -0.01 0.03 -0.063
C 3.202 -2.238 0.105 -0.02 -0.04 -0.02 -0.100
H 1.343 1.175 -5.062 0.00 0.00 0.00 0.112
H 2.509 2.956 -3.809 0.00 0.00 0.00 0.113
H 3.053 2.640 -1.428 0.02 -0.01 -0.01 0.109
H 1.316 -1.295 -1.580 0.02 -0.01 -0.03 0.092
H 0.726 -0.935 -3.939 0.00 -0.01 0.00 0.112
H 2.215 2.643 2.628 0.00 0.01 0.02 0.076
H 3.877 4.159 3.614 0.01 0.00 0.00 0.109
H 6.229 4.080 2.863 0.00 0.00 0.00 0.111
H 6.921 2.462 1.127 0.00 0.00 0.00 0.111
H 5.276 0.937 0.140 -0.01 0.00 0.00 0.110
H 1.771 -1.110 2.971 -0.03 0.03 -0.01 0.088
H 2.024 -3.481 3.560 0.00 0.00 0.00 0.110
H 3.061 -5.057 1.966 0.00 0.00 0.00 0.112
H 3.833 -4.254 -0.242 0.00 0.00 0.00 0.112
H 3.535 -1.905 -0.871 0.02 0.00 0.02 0.103
N -8.955 2.354 -4.569 0.00 0.00 0.00 0.177
C -8.081 1.924 -3.962 -0.06 0.03 -0.05 -0.173
C -6.986 1.389 -3.202 0.09 -0.05 0.06 -0.220
C -5.826 2.141 -3.032 -0.03 0.00 -0.02 -0.006
C -4.776 1.633 -2.291 0.01 0.00 0.06 0.002
C -4.878 0.364 -1.736 -0.09 0.04 -0.08 -0.181
C -6.029 -0.394 -1.906 0.06 -0.03 -0.01 0.005
C -7.086 0.122 -2.633 -0.02 0.03 -0.02 -0.004
N -3.793 -0.164 -0.985 0.08 -0.01 0.04 -0.014
C -3.877 -0.974 0.129 0.01 0.01 0.02 -0.034
C -2.597 -1.220 0.509 -0.08 -0.08 -0.08 -0.122
N -1.727 -0.593 -0.357 0.16 0.16 0.30 -0.018
C -2.478 0.039 -1.229 0.00 -0.12 -0.09 -0.145
H -5.758 3.128 -3.468 0.00 0.00 0.00 0.128
H -3.892 2.234 -2.124 0.01 -0.01 0.00 0.118
H -6.092 -1.391 -1.494 0.01 0.00 0.01 0.120
H -7.986 -0.460 -2.773 0.00 0.00 0.00 0.129
H -4.820 -1.268 0.551 -0.01 0.00 0.00 0.126
H -2.247 -1.813 1.337 0.00 0.02 0.01 0.107
H -2.121 0.612 -2.068 0.01 0.04 0.02 0.138
```
Positions in Å, forces in eV/Å.

---

> Among the records above, which one has the highest net charge?

C29H36Cl2N4O2P2W